Computed, not measured: a molecular structure, C30H48HfP2Te in a non-equilibrium geometry, with wB97M-V/def2-TZVPD.

Geometry as ORCA input:
```
! RIJCOSX wB97M-V def2-TZVPD def2/J DEFGRID3
* xyz 2 1
Hf 0.3827 -0.7863 -0.3595
C -0.4369 -2.6649 1.5205
C 0.9100 -2.5609 1.0061
C 0.7477 -1.3003 2.9738
C -0.5042 -1.9376 2.7511
C 1.6183 -1.6251 1.8929
C -1.4435 -3.6827 1.1091
H -0.9605 -4.4253 0.4592
H -2.3146 -3.2605 0.5816
H -1.7901 -4.2064 2.0075
C -1.6986 -1.8559 3.6426
H -2.3117 -2.7709 3.5376
H -2.3610 -0.9999 3.3810
H -1.3874 -1.7351 4.6949
C 1.0796 -0.4254 4.1286
H 0.5802 -0.7753 5.0459
H 0.7508 0.6107 3.9432
H 2.1678 -0.4192 4.3048
C 3.1028 -1.4626 1.9723
H 3.4770 -1.9636 2.8857
H 3.3940 -0.4001 2.0272
H 3.6080 -1.9301 1.1131
C 1.5922 -3.5821 0.1399
H 2.1487 -4.2565 0.8140
H 2.3107 -3.1477 -0.5763
H 0.8758 -4.1948 -0.4217
C -1.5471 0.4343 -4.2174
C -1.7670 -0.9100 -4.0365
C -0.8852 -1.9803 -4.5817
C 0.6461 -1.6910 -4.4549
C 1.1147 -0.8523 -3.2822
C 1.3213 0.4773 -3.4177
C 0.8392 1.3946 -4.4995
C -0.5199 1.0167 -5.1431
H -1.0968 -2.0948 -5.6615
H 0.9689 -1.1858 -5.3781
H -1.1316 -2.9476 -4.1066
H -0.3449 0.3395 -5.9970
H -2.2583 1.1592 -3.7993
H -2.7413 -1.2289 -3.6601
H -0.9758 1.9556 -5.5401
H 0.7351 2.4073 -4.0680
H 2.0514 1.0125 -2.7966
H 1.5876 1.5126 -5.3018
H 1.1730 -2.6657 -4.4167
H 1.5841 -1.4346 -2.4595
P -1.8766 0.3731 -0.8758
P 1.6439 1.4584 -0.0444
C -0.8363 1.6876 -1.6978
C 0.4257 2.4069 -1.1093
H -1.5861 2.4257 -2.0124
H -0.5403 1.2154 -2.6468
H 1.0190 2.7974 -1.9555
H 0.0970 3.2833 -0.5275
C 2.3626 2.6487 1.1331
H 3.0753 2.1038 1.7880
H 1.5574 3.0906 1.7566
H 2.9173 3.4324 0.5676
C 3.1837 0.8236 -0.8731
H 3.6771 1.6441 -1.4178
H 2.9632 0.0129 -1.5903
H 3.8954 0.3686 -0.1645
C -3.5728 0.5145 -1.4069
H -3.9880 -0.4995 -1.5113
H -3.6342 1.0365 -2.3672
H -4.1593 1.0880 -0.6772
C -1.3856 -1.4120 -1.5148
H -0.7176 -2.2272 -0.9465
H -0.9302 -1.3026 -2.5072
H -2.3271 -1.9710 -1.6447
Te -1.4884 0.7945 1.4443
C -1.3314 2.3054 3.4617
C -0.8757 3.6094 3.3708
C -0.6833 4.4106 4.5517
C -0.9493 3.8523 5.8068
C -1.3854 2.5288 5.8944
C -1.5876 1.7766 4.7239
H -0.6450 4.0530 2.3956
H -0.3170 5.4330 4.4631
H -0.8074 4.4475 6.7013
H -1.5522 2.0737 6.8697
H -1.9320 0.7557 4.8060
*
```

## Properties
- E_HOMO (spin up / spin down): -11.949 / -11.921 eV


Computed, not measured: a molecular structure, C30H48N6O3RuSSi in a non-equilibrium geometry, with wB97M-V/def2-TZVPD.

Geometry as ORCA input:
```
! RIJCOSX wB97M-V def2-TZVPD def2/J DEFGRID3
* xyz 1 2
Ru 0.1950 0.0712 -0.4615
N -1.2408 0.0145 1.3939
C -1.3227 -1.3374 1.9555
C -1.4261 -1.3970 3.4823
C -0.3919 -0.5708 4.2532
C 1.0744 -0.8018 3.9038
N 1.5158 -2.1586 4.2229
C 2.1098 -2.9986 3.3818
N 2.1948 -4.2963 3.7159
N 2.7429 -2.5699 2.2867
C -0.1821 -2.2247 1.4108
O 0.0000 -3.3267 1.9231
O 0.5108 -1.7614 0.4392
H -0.6931 0.6419 1.9747
H -2.1445 0.4541 1.2714
H -2.2269 -1.8022 1.5528
H -1.3790 -2.4482 3.7685
H -2.4125 -1.0328 3.7776
H -0.5325 -0.7494 5.3233
H -0.5822 0.4980 4.1208
H 1.6932 -0.0890 4.4517
H 1.2454 -0.6233 2.8442
H 1.1262 -2.5659 5.0590
H 1.4726 -4.6662 4.3126
H 2.4997 -4.9383 3.0025
H 2.5680 -1.6293 1.9511
H 2.8155 -3.2396 1.5355
C 4.9604 0.2803 -0.2105
N 4.1337 1.2919 -0.8479
C 4.4780 2.0128 -1.9791
C 3.4049 2.7572 -2.3191
N 2.4361 2.4989 -1.3775
C 2.8705 1.5856 -0.5048
S 1.9770 0.9258 0.8168
H 5.7603 0.0130 -0.8951
H 4.3469 -0.5941 -0.0069
H 5.3825 0.6560 0.7197
H 5.4458 1.9225 -2.4372
H 3.2421 3.4428 -3.1298
H 1.4623 2.7814 -1.4239
C -0.1610 0.2088 -3.9259
C 0.3395 -1.0062 -3.1481
C -0.8313 -1.8035 -2.5694
C 1.3041 -0.5978 -2.0343
H -0.8641 -0.0860 -4.7074
H 0.6688 0.7392 -4.3992
H -0.6664 0.9199 -3.2684
H 0.8816 -1.6386 -3.8615
H -1.3947 -1.2157 -1.8216
H -0.4979 -2.7110 -2.0657
H -1.5493 -2.0714 -3.3456
H 2.0135 0.1376 -2.4328
H 1.8494 -1.4592 -1.6337
C -3.3224 1.6780 -2.8573
C -3.1690 2.7943 -1.8167
C -3.8502 4.0687 -2.3259
C -3.8812 2.3232 -0.5429
Si -1.3624 3.1681 -1.3623
O -0.6271 1.8176 -0.8274
C -1.3621 4.4018 0.0630
C -1.6162 5.7660 -0.1076
C -1.6316 6.6390 0.9701
C -1.3831 6.1665 2.2516
C -1.1182 4.8196 2.4467
C -1.1083 3.9551 1.3607
C -0.4018 4.0131 -2.7594
C 0.5466 4.9924 -2.4353
C 1.2929 5.6433 -3.4101
C 1.1127 5.3233 -4.7472
C 0.1774 4.3601 -5.0980
C -0.5670 3.7211 -4.1175
H -4.3848 1.5054 -3.0572
H -2.9008 0.7356 -2.4975
H -2.8531 1.9115 -3.8122
H -4.8966 3.8607 -2.5708
H -3.3716 4.4531 -3.2295
H -3.8420 4.8598 -1.5739
H -4.9251 2.0805 -0.7644
H -3.8725 3.0836 0.2406
H -3.4146 1.4148 -0.1556
H -1.8048 6.1583 -1.1012
H -1.8343 7.6903 0.8113
H -1.3937 6.8472 3.0928
H -0.9155 4.4473 3.4434
H -0.8821 2.9058 1.5165
H 0.6762 5.2923 -1.4003
H 1.9996 6.4134 -3.1253
H 1.6838 5.8327 -5.5126
H 0.0196 4.1127 -6.1397
H -1.2922 2.9820 -4.4292
*
```

## Properties
- Expectation value of S²: 0.756
- Relative energy (zero: lowest compared OMol25 entry of this formula, charge and spin): 5.4 kcal/mol
- E_HOMO (spin up / spin down): -10.373 / -10.100 eV


Computed, not measured: 9 unconnected molecules or ions with the total composition C30H48N6O3S3 in a non-equilibrium geometry, with wB97M-V/def2-TZVPD.

Geometry as ORCA input:
```
! RIJCOSX wB97M-V def2-TZVPD def2/J DEFGRID3
* xyz -1 2
C 1.2602 -4.1825 1.3405
S 2.0914 -5.2726 0.1349
O 1.1587 -5.0455 -1.1216
C 1.4607 -6.7617 0.9182
H 1.8486 -3.9899 2.2375
H 0.2638 -4.4736 1.6729
H 1.1123 -3.2202 0.8505
H 1.8183 -6.8290 1.9457
H 1.9165 -7.5062 0.2654
H 0.3781 -6.8735 0.8579
C -3.7071 3.4616 1.1585
S -3.3014 2.6937 2.8113
O -4.6476 2.7960 3.5382
C -2.1898 3.9731 3.4852
H -2.9120 3.2987 0.4309
H -3.8023 4.5454 1.2245
H -4.5946 3.0569 0.6721
H -1.4499 4.3109 2.7596
H -1.5682 3.7013 4.3383
H -2.9431 4.6697 3.8530
C 3.2942 -5.2845 -3.9807
S 3.9887 -3.5437 -3.9344
O 3.2047 -2.9113 -5.0864
C 3.2354 -2.9166 -2.4309
H 3.4703 -5.8070 -4.9209
H 2.2469 -5.1665 -3.7025
H 3.8821 -5.8293 -3.2419
H 3.4101 -1.8487 -2.2998
H 3.5542 -3.4117 -1.5137
H 2.1544 -3.0475 -2.3812
N -4.5840 0.0402 -2.2126
C -3.3312 -0.5338 -2.4924
C -2.5710 -0.4399 -1.3042
C -3.3084 0.3863 -0.3897
C -4.5371 0.5978 -0.9455
H -5.3751 0.1320 -2.8338
H -3.0735 -0.8523 -3.4917
H -1.5356 -0.7458 -1.2779
H -2.8747 0.5681 0.5826
H -5.4399 1.0957 -0.6236
N -1.4618 -1.1057 4.8291
C -1.1028 -1.3618 3.5130
C -2.2422 -1.4923 2.7783
C -3.3403 -1.1168 3.5619
C -2.8353 -1.0443 4.8354
H -0.8398 -0.9351 5.6063
H -0.0661 -1.4945 3.2408
H -2.3122 -1.7308 1.7272
H -4.3477 -1.0895 3.1736
H -3.4546 -0.8379 5.6958
N -2.2386 5.7200 -2.0151
C -3.5580 5.6736 -2.3563
C -3.8910 4.3537 -2.4009
C -2.7849 3.5594 -2.0409
C -1.7245 4.4814 -1.7914
H -1.6885 6.5666 -1.9872
H -4.1377 6.5521 -2.5981
H -4.8515 3.9566 -2.6944
H -2.8344 2.4814 -1.9977
H -0.6829 4.2568 -1.6153
N 1.3531 1.5072 -1.4665
C 0.2625 1.3696 -0.6056
C 0.5140 0.2618 0.2400
C 1.7367 -0.2686 -0.1089
C 2.2743 0.5374 -1.1306
H 1.4948 2.1547 -2.2286
H -0.6189 1.9857 -0.7055
H -0.0674 -0.1169 1.0677
H 2.2195 -1.0777 0.4188
H 3.2161 0.5783 -1.6575
N 1.2674 4.4281 -4.6484
C 2.0086 3.2792 -4.4452
C 2.8226 3.5757 -3.3341
C 2.4288 4.8293 -2.7455
C 1.3978 5.2263 -3.5279
H 0.6238 4.7036 -5.3764
H 1.9995 2.4255 -5.1066
H 3.6708 2.9716 -3.0474
H 2.8362 5.2525 -1.8393
H 0.8621 6.1527 -3.3825
N 4.5160 -3.7538 4.5517
C 3.4218 -3.1144 5.0676
C 3.0989 -2.0684 4.2493
C 4.0115 -2.0786 3.2211
C 4.9511 -3.0007 3.4607
H 4.9821 -4.5715 4.9179
H 2.9479 -3.5198 5.9494
H 2.2620 -1.4140 4.4436
H 3.9566 -1.4076 2.3766
H 5.9413 -3.0738 3.0359
*
```

## Properties
- Expectation value of S²: 0.751
- Relative energy (zero: lowest compared OMol25 entry of this formula, charge and spin): 7.5 kcal/mol
- E_HOMO (spin up / spin down): 0.648 / -5.897 eV